# C40H62CsN9O7P2S2

A molecular structure, C40H62CsN9O7P2S2 (ωB97M-V with the def2-TZVPD basis set, OMol25).

Output
**Frontier orbital gap**: 7.4 eV
**Molar mass**: 1039.98 g/mol
**Energy above the lowest of the compared OMol25 structures with the same formula, charge and spin**: 269.26 kJ/mol
**2S+1**: 1
**E_tot**: -4080.211382 Eh
**HOMO**: -0.270 Ha
**E_LUMO**: 0.07 eV

Structure (XYZ):
```
123
Properties=species:S:1:pos:R:3:forces:R:3:lowdin_charge:R:1
Cs -0.227 -1.180 0.442 -1.16 2.80 1.21 1.554
O -2.458 -1.907 4.624 0.20 -0.11 0.00 0.036
C -1.654 -1.726 3.713 -0.28 -0.02 0.07 -0.481
N -1.886 -1.892 2.411 -0.69 -0.04 0.62 -0.024
C -2.377 -2.907 1.731 -0.23 -0.09 0.43 -0.590
O -2.107 -4.110 1.849 -0.13 -0.08 -0.11 0.018
C -3.342 -2.484 0.644 -0.37 -0.30 -0.05 -0.246
C -4.601 -3.085 0.646 0.02 0.00 0.01 -0.003
C -5.535 -2.681 -0.288 0.07 0.03 -0.02 -0.062
C -5.167 -1.726 -1.227 -0.04 -0.10 0.07 -0.054
C -3.879 -1.221 -1.175 -0.12 0.26 -0.11 -0.144
N -2.986 -1.566 -0.251 -0.52 -0.12 0.04 0.018
C -0.272 -1.207 4.064 0.16 -0.17 0.48 -0.201
C 0.129 -1.379 5.391 0.06 0.09 -0.03 -0.005
C 1.439 -1.109 5.733 -0.01 0.00 -0.04 -0.074
C 2.302 -0.648 4.747 -0.03 0.04 0.03 -0.072
C 1.793 -0.457 3.474 0.16 0.10 -0.04 -0.175
N 0.544 -0.737 3.124 -0.01 -0.18 0.75 -0.006
H -4.821 -3.839 1.389 0.01 -0.01 0.00 0.122
H -6.532 -3.104 -0.292 0.00 -0.02 0.01 0.105
H -5.860 -1.389 -1.987 0.04 0.01 -0.03 0.101
H -3.530 -0.514 -1.922 -0.25 -0.40 0.26 0.049
H -0.600 -1.740 6.102 0.01 -0.03 -0.01 0.115
H 1.789 -1.264 6.747 0.01 0.01 0.00 0.106
H 3.341 -0.440 4.966 0.00 0.03 -0.04 0.099
H 2.425 -0.065 2.681 0.01 -0.03 0.01 0.095
O -2.623 -0.589 -3.773 -0.02 -0.44 -0.17 -0.524
S -2.472 0.830 -4.167 0.49 0.80 0.15 0.980
C -3.021 1.814 -2.711 0.16 0.06 -0.33 -0.327
C -2.436 3.224 -2.644 -0.15 0.00 0.00 -0.226
C -3.237 4.160 -1.725 0.12 -0.28 -0.08 -0.217
C -3.561 3.577 -0.354 0.33 0.06 0.20 -0.300
S -2.142 3.024 0.698 -0.39 0.77 -0.41 0.971
O -1.497 1.879 0.022 0.28 -0.56 -0.13 -0.558
C -1.051 4.434 0.382 -0.11 -0.10 0.22 -0.385
C -1.427 5.728 0.719 -0.06 -0.01 0.09 -0.103
C -0.542 6.771 0.505 -0.04 0.00 0.00 -0.076
C 0.719 6.513 -0.020 0.07 -0.02 -0.01 -0.079
C 1.097 5.213 -0.322 0.01 0.09 0.00 -0.065
C 0.210 4.165 -0.120 -0.06 -0.12 -0.05 -0.083
C -0.714 1.221 -4.024 -0.17 0.07 -0.13 -0.380
C 0.043 0.649 -3.014 -0.46 0.32 0.14 -0.087
C 1.378 1.005 -2.894 -0.39 0.49 0.21 -0.089
C 1.944 1.911 -3.783 -0.01 0.01 -0.01 -0.060
C 1.184 2.451 -4.812 0.03 0.01 0.00 -0.073
C -0.154 2.103 -4.935 -0.04 0.02 -0.07 -0.091
H -2.748 1.211 -1.846 0.10 0.16 0.06 0.058
H -4.110 1.852 -2.801 -0.02 -0.10 0.00 0.101
H -2.430 3.659 -3.648 0.06 0.07 0.01 0.115
H -1.403 3.183 -2.302 0.03 -0.11 -0.05 0.098
H -4.181 4.413 -2.217 -0.05 0.00 0.10 0.119
H -2.685 5.092 -1.596 -0.01 0.03 -0.08 0.103
H -4.183 2.684 -0.435 0.01 -0.03 0.15 0.091
H -4.086 4.305 0.269 -0.08 -0.04 -0.02 0.087
H -2.402 5.916 1.156 0.00 0.04 -0.03 0.115
H -0.831 7.786 0.746 -0.01 -0.01 0.02 0.106
H 1.411 7.330 -0.182 0.00 0.00 0.00 0.104
H 2.087 5.010 -0.709 -0.01 0.00 -0.01 0.107
H 0.476 3.139 -0.339 0.02 -0.03 0.00 0.104
H -0.417 -0.068 -2.339 0.09 0.41 -0.24 0.070
H 1.980 0.580 -2.101 -0.63 0.63 0.03 0.066
H 2.984 2.193 -3.678 0.03 0.00 -0.01 0.109
H 1.634 3.141 -5.514 -0.01 0.00 0.00 0.104
H -0.762 2.512 -5.734 0.02 0.02 -0.01 0.108
C 0.606 -2.417 -4.692 0.00 -0.06 0.03 -0.070
N 0.669 -3.478 -3.699 -0.05 0.23 0.27 -0.285
C 1.045 -4.794 -4.178 -0.08 0.02 0.02 -0.089
P 0.713 -3.142 -2.087 0.39 -1.38 -0.67 0.454
O 0.482 -1.716 -1.823 0.92 -0.92 -2.38 -0.609
O 2.220 -3.590 -1.612 -0.31 0.35 0.22 -0.266
P 2.927 -2.746 -0.411 1.31 -0.29 -0.47 0.458
O 1.996 -2.372 0.656 1.35 -0.84 0.38 -0.506
N 3.710 -1.506 -1.202 -0.59 -0.21 0.16 -0.272
C 3.908 -0.320 -0.372 0.10 -0.04 0.02 -0.085
C 3.505 -1.212 -2.614 0.04 -0.22 -0.23 -0.101
N 4.155 -3.714 0.123 -0.37 0.05 0.03 -0.295
C 3.904 -4.610 1.245 -0.02 0.02 0.02 -0.093
C 5.196 -4.154 -0.789 -0.01 0.05 0.05 -0.099
N -0.241 -4.212 -1.288 0.26 0.26 -0.30 -0.280
C 0.157 -5.384 -0.525 0.10 0.01 0.23 -0.071
C -1.643 -4.214 -1.697 -0.11 0.02 -0.08 -0.074
H -0.080 -2.708 -5.491 0.00 0.00 0.01 0.093
H 1.589 -2.214 -5.133 -0.02 0.01 0.01 0.087
H 0.222 -1.513 -4.224 0.05 -0.06 -0.11 0.056
H 0.333 -5.139 -4.931 0.01 -0.03 0.03 0.089
H 1.049 -5.500 -3.347 -0.01 -0.05 -0.06 0.076
H 2.045 -4.784 -4.627 0.00 0.00 0.03 0.088
H 4.071 -0.626 0.660 0.02 0.10 0.01 0.080
H 3.040 0.351 -0.399 0.11 -0.03 0.12 0.079
H 4.789 0.222 -0.723 -0.01 0.01 0.02 0.091
H 3.359 -2.136 -3.169 0.09 0.00 -0.04 0.079
H 4.396 -0.713 -3.003 0.04 0.00 -0.01 0.098
H 2.636 -0.567 -2.785 0.75 -0.94 -0.20 0.029
H 3.051 -4.243 1.812 0.04 -0.04 0.04 0.079
H 4.781 -4.632 1.897 -0.01 -0.01 -0.01 0.086
H 3.701 -5.634 0.910 -0.01 0.02 -0.02 0.085
H 5.300 -3.431 -1.596 0.07 -0.02 -0.01 0.073
H 4.972 -5.138 -1.215 -0.02 0.02 -0.01 0.087
H 6.145 -4.218 -0.252 0.01 -0.01 -0.03 0.087
H 1.215 -5.339 -0.278 -0.01 -0.02 0.00 0.067
H -0.039 -6.305 -1.087 0.01 0.04 -0.04 0.088
H -0.418 -5.411 0.404 -0.01 0.02 -0.02 0.085
H -1.890 -3.254 -2.152 -0.15 -0.03 -0.01 0.079
H -2.272 -4.362 -0.820 0.03 0.02 0.01 0.080
H -1.846 -5.014 -2.419 0.06 0.02 -0.01 0.094
C -1.670 2.463 4.773 0.12 -0.04 -0.10 -0.027
C -0.277 3.042 4.535 0.00 0.17 0.10 -0.625
C -0.361 4.571 4.412 0.02 -0.14 -0.04 -0.045
C 0.629 2.668 5.708 -0.05 -0.02 -0.11 -0.038
N 0.226 2.387 3.320 0.05 0.02 0.12 -0.072
N 1.446 2.838 2.768 -0.04 0.04 -0.06 0.024
H -2.069 2.805 5.728 -0.04 0.02 -0.01 0.089
H -1.623 1.373 4.780 -0.03 -0.01 0.04 0.082
H -2.355 2.768 3.978 -0.03 0.01 0.01 0.070
H -0.756 4.999 5.335 0.00 0.04 -0.01 0.083
H -1.018 4.859 3.588 -0.04 0.00 -0.03 0.067
H 0.620 5.016 4.234 0.00 0.03 0.05 0.070
H 0.259 3.123 6.629 0.02 0.00 0.01 0.084
H 1.654 3.014 5.550 0.00 0.02 0.01 0.076
H 0.641 1.585 5.826 0.03 -0.02 0.03 0.066
H -0.473 2.399 2.593 -0.05 -0.11 -0.08 0.056
H 2.203 2.485 3.339 0.02 -0.02 0.00 0.060
H 1.507 3.854 2.743 0.04 0.03 0.05 0.058
```
Positions in Å, forces in eV/Å.